No. 1
{
  "formula": "C21H25ClFNO2",
  "method": "ωB97M-V/def2-TZVPD",
  "symbols": ["O", "C", "C", "C", "C", "C", "C", "C", "H", "H", "F", "H", "H", "H", "C", "H", "H", "C", "H", "H", "C", "N", "C", "C", "H", "H", "C", "C", "C", "C", "C", "C", "C", "H", "H", "Cl", "H", "H", "C", "C", "H", "H", "H", "H", "O", "H", "H", "H", "H", "H", "H"],
  "coordinates": [[-1.515, -0.334, 0.785], [-2.634, -0.716, 0.027], [-3.600, 0.440, -0.078], [-3.666, 1.388, 0.933], [-4.573, 2.430, 0.867], [-5.420, 2.503, -0.223], [-5.377, 1.572, -1.245], [-4.459, 0.541, -1.165], [-4.410, -0.189, -1.959], [-6.050, 1.664, -2.082], [-6.314, 3.514, -0.295], [-4.631, 3.176, 1.644], [-2.987, 1.306, 1.767], [-2.311, -0.993, -0.989], [-3.384, -1.921, 0.646], [-3.953, -1.566, 1.508], [-4.095, -2.288, -0.096], [-2.479, -3.065, 1.113], [-1.915, -2.738, 1.988], [-3.120, -3.892, 1.426], [-1.501, -3.572, 0.046], [-0.320, -2.722, -0.023], [0.706, -3.091, 0.936], [1.734, -1.968, 1.063], [1.246, -1.086, 1.475], [2.529, -2.272, 1.745], [2.368, -1.610, -0.298], [3.165, -0.323, -0.166], [2.544, 0.862, 0.215], [3.269, 2.033, 0.336], [4.630, 2.023, 0.073], [5.265, 0.855, -0.308], [4.528, -0.310, -0.425], [5.013, -1.226, -0.721], [6.325, 0.855, -0.511], [5.539, 3.487, 0.223], [2.782, 2.948, 0.632], [1.485, 0.889, 0.424], [1.253, -1.426, -1.347], [0.266, -2.592, -1.344], [-0.527, -2.387, -2.066], [0.767, -3.527, -1.661], [0.707, -0.508, -1.135], [1.715, -1.334, -2.332], [3.260, -2.631, -0.705], [2.758, -3.448, -0.794], [0.240, -3.259, 1.910], [1.200, -4.038, 0.643], [-1.221, -4.614, 0.267], [-1.999, -3.566, -0.926], [-0.882, -1.072, 0.694]],
  "lowdin_charge": [-0.041, -0.354, -0.186, -0.015, 0.000, -0.280, -0.008, -0.030, 0.116, 0.116, 0.050, 0.117, 0.117, 0.140, -0.127, 0.122, 0.119, -0.169, 0.107, 0.112, -0.181, -0.207, -0.168, -0.072, 0.115, 0.135, -0.466, -0.150, -0.025, -0.095, -0.679, -0.095, -0.007, 0.114, 0.105, 0.664, 0.106, 0.113, -0.073, -0.169, 0.121, 0.128, 0.115, 0.135, -0.001, 0.085, 0.125, 0.129, 0.123, 0.123, 0.046],
  "smiles": "O[C@@H](CCCN1CCC(O)(c2ccc(Cl)cc2)CC1)c1ccc(F)cc1",
  "energy_ev": -43008.4096,
  "e_above_lowest_kj_mol": 0.0,
  "max_force_ha_per_bohr": 0.013
}

---

No. 2
{
  "formula": "C21H25F16IN2O7S2",
  "method": "ωB97M-V/def2-TZVPD",
  "symbols": ["C", "C", "C", "O", "C", "C", "C", "C", "C", "C", "C", "F", "F", "C", "F", "F", "C", "F", "F", "C", "F", "F", "F", "O", "S", "O", "O", "C", "C", "C", "C", "I", "S", "O", "O", "C", "F", "F", "C", "F", "F", "C", "F", "F", "F", "H", "H", "H", "H", "H", "H", "H", "H", "H", "H", "H", "H", "H", "H", "H", "H", "H", "H", "H", "H", "H", "C", "O", "N", "N", "H", "H", "H", "H"],
  "coordinates": [[0.315, 1.787, 2.852], [-0.264, 2.202, 1.599], [-0.338, 1.343, 0.248], [-0.839, 2.224, -0.769], [0.050, 3.272, -1.164], [0.701, 3.079, -2.643], [1.143, 0.854, -0.079], [1.676, -0.407, 0.716], [3.218, -0.708, 0.312], [3.418, -1.143, -1.205], [3.235, -2.688, -1.520], [1.906, -2.950, -1.972], [4.059, -2.960, -2.663], [3.727, -3.692, -0.389], [2.901, -3.758, 0.739], [5.007, -3.214, 0.028], [3.974, -5.199, -0.874], [5.174, -5.354, -1.609], [4.190, -5.950, 0.317], [2.735, -5.889, -1.602], [2.897, -7.292, -1.483], [2.698, -5.651, -2.991], [1.500, -5.611, -1.001], [0.948, -1.627, 0.405], [-0.652, -1.500, 0.858], [-0.713, -1.711, 2.339], [-1.345, -2.689, 0.223], [-1.434, 0.126, 0.320], [-2.045, -0.191, -1.146], [-0.947, -0.543, -2.250], [-1.644, -1.596, -3.270], [-3.341, -0.676, -4.294], [-2.912, 0.590, 1.387], [-2.586, 0.546, 2.866], [-3.368, 2.015, 1.134], [-4.389, -0.517, 1.171], [-4.110, -1.854, 0.847], [-5.018, -0.578, 2.445], [-5.527, -0.006, 0.174], [-5.104, 0.793, -0.883], [-6.413, 0.794, 0.950], [-6.455, -1.187, -0.416], [-7.549, -0.565, -1.044], [-5.804, -1.910, -1.438], [-6.935, -2.043, 0.582], [1.379, 2.104, 3.083], [-0.237, 1.207, 3.666], [-0.739, 3.248, 1.579], [-0.585, 4.227, -1.262], [0.894, 3.537, -0.460], [-0.073, 3.459, -3.395], [1.556, 3.846, -2.688], [1.040, 2.019, -2.846], [1.855, 1.721, 0.173], [1.254, 0.673, -1.192], [1.689, -0.308, 1.851], [3.750, 0.303, 0.447], [3.654, -1.408, 1.087], [2.784, -0.574, -1.961], [4.506, -0.892, -1.477], [-2.661, 0.676, -1.561], [-2.771, -1.083, -1.125], [-0.610, 0.352, -2.864], [-0.019, -1.072, -1.867], [-0.882, -2.038, -3.988], [-2.061, -2.448, -2.622], [1.459, 5.185, 3.624], [1.795, 4.298, 2.851], [0.171, 5.587, 3.759], [2.347, 5.841, 4.413], [-0.125, 6.312, 4.386], [-0.517, 5.123, 3.190], [3.313, 5.570, 4.341], [2.092, 6.571, 5.053]],
  "lowdin_charge": [0.016, -0.084, -0.376, -0.139, -0.234, -0.069, -0.055, -0.292, -0.090, -0.050, -0.290, 0.054, 0.046, -0.235, 0.114, 0.081, -0.207, 0.103, 0.087, -0.337, 0.095, 0.110, 0.127, -0.227, 0.789, -0.286, -0.296, -0.310, -0.224, -0.269, -0.601, 0.752, 0.876, -0.304, -0.279, -0.340, 0.078, 0.076, -0.245, 0.096, 0.087, -0.341, 0.110, 0.090, 0.129, 0.067, 0.086, 0.133, 0.139, 0.116, 0.083, 0.087, 0.055, 0.151, 0.101, 0.154, 0.138, 0.123, 0.133, 0.146, 0.103, 0.099, 0.100, 0.091, 0.063, 0.063, -0.681, -0.002, 0.163, 0.152, 0.098, 0.098, 0.107, 0.096],
  "smiles": "C=C[C@@]1(OCC)C[C@H](CCC(F)(F)C(F)(F)C(F)(F)C(F)(F)F)OS(=O)(=O)[C@@]1(CCCI)S(=O)(=O)C(F)(F)C(F)(F)C(F)(F)F.NC(N)=O",
  "energy_ev": -112735.4635,
  "e_above_lowest_kj_mol": 721.2,
  "max_force_ha_per_bohr": 0.168
}

---

No. 3
{
  "formula": "C21H25F2FeN2O8S2",
  "method": "ωB97M-V/def2-TZVPD",
  "symbols": ["Fe", "O", "C", "C", "C", "C", "C", "C", "C", "O", "N", "N", "C", "C", "C", "C", "C", "C", "C", "O", "H", "H", "H", "H", "H", "H", "H", "H", "H", "H", "O", "S", "O", "O", "O", "C", "C", "C", "S", "O", "C", "C", "C", "H", "H", "H", "H", "H", "H", "H", "H", "H", "H", "H", "H", "H", "H", "F", "C", "F", "H"],
  "coordinates": [[-0.339, 1.051, 0.548], [0.668, -2.813, 2.292], [-0.582, -3.230, 2.579], [-0.745, -4.417, 3.270], [-2.015, -4.909, 3.550], [-3.139, -4.186, 3.169], [-2.995, -2.996, 2.491], [-1.722, -2.498, 2.154], [-1.582, -1.322, 1.345], [-0.428, -0.896, 0.909], [-2.694, -0.689, 0.945], [-2.471, 0.301, 0.149], [-3.384, 1.034, -0.452], [-3.036, 1.860, -1.534], [-4.024, 2.551, -2.266], [-3.728, 3.271, -3.398], [-2.409, 3.362, -3.838], [-1.405, 2.715, -3.143], [-1.664, 1.954, -1.991], [-0.686, 1.351, -1.402], [0.565, -1.898, 1.943], [0.138, -4.954, 3.591], [-2.121, -5.847, 4.080], [-4.126, -4.568, 3.406], [-3.853, -2.422, 2.176], [-4.434, 0.929, -0.170], [-5.049, 2.489, -1.924], [-4.513, 3.780, -3.945], [-2.172, 3.937, -4.724], [-0.374, 2.776, -3.455], [0.592, 2.300, 3.788], [0.225, 1.105, 3.038], [0.242, -0.100, 3.845], [-1.130, 1.310, 2.408], [1.190, 0.961, 1.873], [5.273, 1.825, -0.991], [4.853, 0.575, -0.223], [3.493, 0.740, 0.430], [2.054, 0.567, -0.736], [2.618, 0.938, -2.065], [2.085, -1.305, -0.799], [1.696, -1.751, -2.198], [0.184, -1.824, -2.378], [6.298, 1.732, -1.357], [5.214, 2.708, -0.359], [4.596, 1.964, -1.829], [5.597, 0.337, 0.546], [4.824, -0.264, -0.922], [3.378, 1.725, 0.874], [3.288, 0.011, 1.206], [1.359, -1.614, -0.055], [3.073, -1.668, -0.526], [2.156, -2.717, -2.436], [2.094, -1.002, -2.891], [-0.250, -2.643, -1.806], [-0.071, -1.960, -3.430], [-0.258, -0.893, -2.031], [-1.259, 3.595, 0.368], [-0.106, 2.946, 0.720], [0.843, 3.422, -0.146], [0.166, 3.267, 1.727]],
  "lowdin_charge": [0.870, 0.058, -0.254, -0.030, -0.113, -0.127, -0.026, -0.064, -0.372, -0.184, 0.056, -0.057, -0.060, -0.159, -0.076, -0.155, -0.122, -0.019, -0.344, -0.192, 0.067, 0.106, 0.085, 0.085, 0.098, 0.113, 0.093, 0.075, 0.083, 0.110, -0.355, 0.302, -0.326, -0.372, -0.458, -0.122, -0.292, -0.316, 0.969, -0.521, -0.285, -0.299, -0.099, 0.059, 0.070, 0.052, 0.102, 0.094, 0.089, 0.081, 0.057, 0.082, 0.100, 0.083, 0.074, 0.065, 0.052, -0.019, -0.448, -0.042, 0.082],
  "multiplicity": 6,
  "energy_ev": -103036.3025,
  "charge": -2,
  "e_above_lowest_kj_mol": 206.5,
  "max_force_ha_per_bohr": 0.075
}

---

No. 4
{
  "formula": "C21H25F2N2O",
  "method": "ωB97M-V/def2-TZVPD",
  "symbols": ["F", "C", "C", "C", "C", "C", "C", "C", "C", "C", "F", "C", "C", "C", "C", "H", "H", "H", "H", "H", "H", "H", "H", "H", "C", "C", "C", "N", "C", "C", "C", "C", "C", "N", "O", "H", "H", "H", "H", "H", "H", "H", "H", "H", "H", "H", "H", "H", "H", "H", "H"],
  "coordinates": [[-5.112, 0.567, 1.517], [-3.832, 0.150, 1.772], [-3.593, -1.201, 1.987], [-2.306, -1.596, 2.312], [-1.264, -0.638, 2.468], [-0.035, -1.065, 3.106], [1.283, -0.620, 2.642], [2.265, -1.599, 2.332], [3.548, -1.245, 1.949], [3.834, 0.114, 1.838], [5.089, 0.487, 1.418], [2.885, 1.109, 2.047], [1.616, 0.737, 2.487], [-1.515, 0.681, 2.015], [-2.817, 1.100, 1.741], [-4.405, -1.925, 1.927], [-2.078, -2.657, 2.465], [0.014, -2.130, 3.288], [2.003, -2.657, 2.430], [4.311, -1.996, 1.749], [3.128, 2.155, 1.907], [0.899, 1.495, 2.778], [-0.709, 1.397, 1.907], [-3.024, 2.140, 1.522], [4.107, -6.329, 6.188], [3.214, -5.159, 6.576], [3.459, -3.951, 5.673], [2.647, -2.785, 6.003], [1.446, -2.573, 5.437], [0.776, -1.254, 5.809], [0.545, -1.147, 7.314], [-0.879, -0.602, 7.486], [-1.564, -0.677, 6.105], [-0.523, -1.103, 5.097], [0.911, -3.394, 4.679], [3.949, -7.176, 6.861], [3.887, -6.657, 5.166], [5.164, -6.044, 6.237], [2.157, -5.441, 6.490], [3.395, -4.869, 7.620], [4.512, -3.657, 5.727], [3.237, -4.231, 4.638], [3.037, -2.095, 6.638], [1.454, -0.448, 5.482], [0.640, -2.121, 7.816], [1.295, -0.491, 7.771], [-1.441, -1.170, 8.245], [-0.858, 0.439, 7.841], [-2.331, -1.463, 6.110], [-2.025, 0.276, 5.831], [-0.872, -2.084, 4.890]],
  "lowdin_charge": [0.067, -0.228, 0.015, 0.000, -0.192, 0.025, -0.186, 0.006, 0.025, -0.217, 0.064, 0.027, -0.009, 0.010, 0.025, 0.133, 0.134, 0.091, 0.127, 0.134, 0.130, 0.108, 0.097, 0.130, -0.106, -0.248, -0.189, 0.089, -0.439, -0.220, -0.121, -0.138, -0.111, 0.026, 0.035, 0.078, 0.079, 0.078, 0.112, 0.112, 0.130, 0.122, 0.156, 0.160, 0.127, 0.124, 0.122, 0.117, 0.127, 0.122, 0.142],
  "energy_ev": -32638.3886,
  "charge": 1,
  "e_above_lowest_kj_mol": 136.3,
  "max_force_ha_per_bohr": 0.045
}